# 1
A molecular structure, C19H22BrCl2GeIrN5O6. Source: OMol25; level of theory: ωB97M-V/def2-TZVPD.

Net charge: -1
Largest force on an atom: 0.5 eV Å⁻¹
HOMO energy (alpha / beta): -3.9 / -3.9 eV
Gap between HOMO and LUMO (alpha / beta): 0.235 / 0.235 Ha
LUMO energy (alpha / beta): 2.45 / 2.45 eV
Relative energy (zero: lowest compared OMol25 entry of this formula, charge and spin): 17.7 kcal/mol

Last column: Löwdin charge in e.
CARTESIAN COORDINATES (ANGSTROEM)
C: -3.883 -2.175 -0.060  -0.231
C: 2.558 0.522 -3.467  -0.570
Cl: 3.585 -0.755 -2.892  0.682
Cl: 2.241 2.697 -6.800  0.601
C: 2.934 0.156 3.121  -0.123
N: -1.302 -1.016 1.448  0.006
H: 3.703 -0.332 1.196  0.122
O: 1.303 0.280 -1.540  -0.247
H: -0.661 -0.911 -2.504  -0.026
Ge: -3.024 -1.334 -1.616  0.719
O: -0.460 2.842 -1.172  0.005
C: 3.943 -0.231 2.247  -0.004
H: 6.013 -0.783 2.042  0.097
C: -1.837 -0.291 2.436  -0.399
C: 3.215 0.293 4.473  -0.023
O: -2.007 -2.948 2.468  -0.010
C: 0.956 2.536 -4.413  -0.097
O: -0.560 -3.032 0.895  0.069
C: 4.491 0.049 4.960  -0.135
H: -0.405 2.093 1.650  0.080
H: -2.366 -1.753 3.722  0.081
H: -3.607 0.864 -2.804  0.012
C: 5.479 -0.335 4.069  -0.696
H: 4.717 0.154 6.012  0.092
H: -1.845 2.384 0.798  0.076
O: 1.406 0.300 1.349  -0.173
N: -1.987 1.056 2.286  -0.014
C: 0.715 2.038 -3.118  -0.119
C: -3.972 0.363 -1.907  -0.227
H: -4.471 -2.666 -3.279  0.006
N: -2.292 -0.756 3.603  0.196
H: -2.923 -3.480 -3.002  0.011
H: -4.921 -2.404 -0.309  0.016
C: 1.533 0.425 2.601  -0.606
H: 2.415 0.593 5.137  0.111
C: -1.126 -0.930 -1.504  -0.445
C: 2.794 1.040 -4.709  -0.147
O: 0.655 0.745 3.420  -0.012
H: -0.807 3.542 -3.015  0.113
H: 0.339 3.350 -4.774  0.102
H: -3.391 -3.105 0.223  0.009
H: -5.044 0.187 -2.012  0.010
H: -2.001 1.523 3.185  0.135
C: 5.224 -0.480 2.716  -0.123
Ir: -0.107 -0.256 -0.136  1.130
H: -2.617 -0.106 4.294  0.114
H: 3.608 0.658 -5.309  0.099
C: -0.253 2.828 -2.364  -0.243
C: 1.473 0.937 -2.606  -0.387
Br: 7.235 -0.670 4.726  0.684
H: -3.881 -1.504 0.799  0.002
N: -1.278 -2.411 1.625  -0.415
H: -3.001 -2.079 -4.074  0.009
C: -3.397 -2.509 -3.154  -0.240
N: -1.277 1.720 1.297  0.006
H: -3.797 1.025 -1.058  0.005
C: 1.961 2.051 -5.199  -0.686

# 2
2 unconnected molecules or ions with the total composition C3H3Br2ClNO in a non-equilibrium geometry. Source: OMol25; level of theory: ωB97M-V/def2-TZVPD.

Net charge: -1
Largest force on an atom: 8.5 eV Å⁻¹
HOMO energy (alpha / beta): -4.4 / -4.4 eV
Gap between HOMO and LUMO (alpha / beta): 0.254 / 0.254 Ha
LUMO energy (alpha / beta): 2.47 / 2.46 eV
Relative energy (zero: lowest compared OMol25 entry of this formula, charge and spin): 15.4 kcal/mol

Last column: Löwdin charge in e.
CARTESIAN COORDINATES (ANGSTROEM)
H: 0.778 -1.261 -0.737  -0.056
H: -0.421 1.317 2.020  0.042
C: -1.081 -0.010 0.263  -1.131
Cl: 2.040 -2.623 -1.495  -0.539
C: -0.184 0.700 1.295  -0.066
N: 0.927 0.685 0.382  -0.249
Br: -2.385 1.388 -0.706  0.403
C: 0.235 -0.140 -0.618  -0.224
Br: -2.070 -1.437 0.883  0.709
H: 0.103 0.224 -1.625  0.091
O: 2.058 1.157 0.337  0.019

# 3
4 unconnected molecules or ions with the total composition C28H20F36N3O5 in a non-equilibrium geometry. Source: OMol25; level of theory: ωB97M-V/def2-TZVPD.

Net charge: +1
Largest force on an atom: 6.2 eV Å⁻¹
HOMO energy: -13.0 eV
Gap between HOMO and LUMO: 0.254 Ha
LUMO energy: -6.12 eV
Relative energy (zero: lowest compared OMol25 entry of this formula, charge and spin): 166.5 kcal/mol

Last column: Löwdin charge in e.
CARTESIAN COORDINATES (ANGSTROEM)
H: 8.297 -6.761 -3.110  0.146
C: 5.487 -1.840 -2.176  -0.043
F: 4.465 -7.958 -3.771  0.089
F: 7.303 -10.030 -3.318  0.149
C: 4.800 -0.517 -1.776  -0.420
C: -11.228 2.020 1.560  -0.301
O: 5.972 -2.672 -1.109  0.016
C: 6.025 -5.278 -2.681  -0.281
C: 1.202 1.600 -0.192  -0.070
H: 6.045 0.942 -2.810  0.181
C: 5.156 -9.106 -3.582  -0.271
H: 2.185 5.333 0.884  0.159
F: -0.217 4.464 3.071  0.061
C: 7.153 -1.852 0.889  -0.269
F: 6.741 0.652 -0.976  0.102
C: 1.241 4.702 1.067  -0.062
C: -4.970 3.516 0.225  -0.284
F: -3.775 1.622 1.794  0.085
O: 7.253 -8.084 -4.364  0.037
C: 5.681 0.735 -1.798  -0.292
O: 1.254 -1.593 3.985  0.021
F: 4.593 -9.724 -2.515  0.100
F: -1.628 2.691 0.091  0.080
H: 8.410 -6.516 -4.819  0.151
C: 0.192 5.405 2.067  -0.340
F: -10.969 5.036 0.660  0.134
F: -12.146 2.974 1.325  0.097
C: -10.092 2.486 2.475  -0.431
N: -1.501 -0.364 2.147  0.086
C: 2.177 2.648 0.552  -0.190
F: 0.819 6.520 2.681  0.083
F: -12.984 6.317 2.030  0.102
H: 1.901 0.887 -0.787  0.139
F: 6.901 -8.267 -2.146  0.132
F: 7.960 -3.495 -0.592  0.140
F: -10.544 2.752 3.723  0.130
F: 7.280 -4.508 -4.499  0.101
F: -10.247 6.881 1.505  0.144
F: -3.946 4.309 0.793  0.112
C: -10.708 5.651 1.830  -0.499
C: 6.649 -8.847 -3.337  -0.500
C: 6.648 -5.631 -4.034  -0.423
H: 2.454 -0.076 2.031  0.157
F: 4.204 -0.679 -0.565  0.097
H: -10.837 1.673 0.597  0.174
H: 6.783 -4.905 -1.986  0.155
F: 8.364 -1.434 1.325  0.110
F: -12.361 4.612 3.219  0.093
C: -4.447 2.175 -0.487  -0.183
H: 6.798 -2.643 1.551  0.177
N: -0.890 -1.080 3.080  0.216
H: -2.541 -0.474 2.187  0.191
C: 7.237 -2.350 -0.560  -0.490
C: 0.487 -0.883 2.961  -0.168
F: 4.965 1.817 -1.389  0.077
F: 6.311 -0.798 1.017  0.081
H: 0.757 4.500 0.035  0.145
O: 1.540 3.382 1.634  -0.165
C: 1.317 -0.079 1.974  0.192
F: 5.697 -5.924 -4.953  0.129
F: -11.893 0.983 2.129  0.095
H: -8.254 3.543 2.360  0.131
C: -1.012 0.483 1.152  0.066
H: 3.018 2.019 1.048  0.138
H: 6.243 -1.697 -2.954  0.154
C: -9.268 3.692 1.977  -0.051
F: -0.961 5.750 1.302  0.060
F: -3.878 2.540 -1.731  0.112
F: -9.218 1.441 2.610  0.096
H: 2.726 3.361 -0.171  0.146
F: 5.391 -6.312 -2.103  0.106
F: 3.781 -0.316 -2.667  0.101
C: -11.944 5.800 2.727  -0.273
C: 0.499 0.711 0.924  0.027
F: -5.628 1.407 -0.804  0.088
F: -5.557 4.325 -0.809  0.093
F: -1.742 0.714 -1.152  0.079
F: -6.043 3.281 1.148  0.094
N: 0.981 0.039 6.050  0.195
O: -9.633 4.990 2.472  0.035
F: 7.871 -1.492 -1.382  0.144
C: -3.531 1.222 0.428  -0.185
H: 4.716 -2.446 -2.652  0.133
F: 5.092 -4.297 -2.836  0.058
H: -9.152 3.694 0.889  0.143
C: -1.969 1.289 0.155  -0.203
H: -11.732 6.454 3.574  0.176
F: -3.953 -0.129 0.191  0.090
C: 1.171 -0.693 5.107  -0.195
H: 5.010 -9.731 -4.464  0.177
H: 0.502 2.064 -0.965  0.126
C: 7.699 -6.761 -4.025  -0.039